Record 1
A gas-phase ion, C5H9Cl2N2 (charge +1) at a distorted geometry, computed with wB97M-V/def2-TZVPD.

```
! RIJCOSX wB97M-V def2-TZVPD def2/J DEFGRID3
* xyz 1 1
C 0.05174 0.39952 0.31743
C 0.17576 -1.92995 -0.20863
C 2.42779 0.51161 -0.40746
C -0.87971 1.50436 0.60656
C -1.88654 -0.76015 -0.41582
N -0.46172 -0.73665 -0.18496
N 1.40511 0.82329 0.36213
Cl 1.80906 -2.00599 0.16077
Cl 4.00024 0.78027 0.02954
H -0.30333 -2.82964 -0.76018
H 2.20510 -0.14591 -1.31730
H -1.73957 1.10326 1.19793
H -1.28998 1.92390 -0.45671
H -0.37273 2.34162 1.14805
H -2.16574 0.00449 -1.14934
H -2.29512 -1.65719 -0.78762
H -2.37803 -0.59410 0.63115
H 1.69767 1.26726 1.23444
*
```

Results
Frontier orbital gap (spin up / spin down) (eV): 6.99 / 6.91
Electronic energy (eV): -33345.8669
HOMO level (spin up / spin down) (eV): -11.4846 / -11.4296

---

Record 2
2 unconnected molecules or ions with the total composition C5H9Cl2O4P at a distorted geometry, computed with wB97M-V/def2-TZVPD.

```
! RIJCOSX wB97M-V def2-TZVPD def2/J DEFGRID3
* xyz 0 1
C 1.12940 1.36948 -0.13844
C -2.75959 -0.56691 0.42604
C 2.57180 3.05752 0.17115
C -1.70529 -1.53481 -0.07827
C 2.25594 -1.29453 -0.51145
O 0.23612 2.02361 -0.66776
O 0.51013 -1.40674 2.49646
O 2.23742 1.68460 0.36323
O -0.55326 -0.72269 -0.63761
P 0.72623 -0.38678 0.18583
Cl 2.13529 -3.08475 -0.28942
Cl 3.64022 -0.58744 0.37253
H -2.39015 -0.17270 1.43243
H -2.81313 0.22315 -0.30454
H -3.63786 -1.09438 0.63148
H 2.11058 3.48718 -0.83042
H 3.72967 3.01398 0.08112
H 2.04708 3.66430 0.90227
H -2.06664 -2.09392 -0.92079
H -1.24140 -2.31417 0.71142
H 2.54772 -1.23342 -1.54249
*
```

Results
Frontier orbital gap (spin up / spin down) (eV): 8.11 / 8.15
Electronic energy (eV): -47847.9587
HOMO level (spin up / spin down) (eV): -9.5634 / -9.5550

---

Record 3
A molecular structure, C5H9Cl3FeN3O5 at a distorted geometry, computed with wB97M-V/def2-TZVPD.

```
! RIJCOSX wB97M-V def2-TZVPD def2/J DEFGRID3
* xyz 2 6
Fe -0.00123 0.96325 -0.01085
Cl -1.87518 0.15792 1.55149
C -2.42602 1.84642 1.67974
Cl -1.64701 2.71542 0.33359
H -2.08059 2.27079 2.61903
H -3.50812 1.90054 1.58191
O 1.31795 -1.88537 -1.58779
Cl 0.41538 -0.90942 -2.04376
O -0.04685 -1.10452 -3.32957
O 1.02895 0.43176 -1.85507
O -0.69580 -0.80404 -1.06068
C 4.70029 -1.75091 2.66242
N 3.53701 -1.03736 2.18375
C 3.09224 0.23934 2.68716
C 1.87746 0.47234 1.82826
O 1.09404 1.44049 1.81701
N 1.70411 -0.54156 0.99085
C 2.72146 -1.43342 1.19528
N 2.87086 -2.53776 0.50919
H 5.19657 -1.17218 3.43613
H 5.41474 -1.93239 1.85544
H 4.42839 -2.72211 3.08379
H 3.83943 1.02648 2.54357
H 2.84520 0.22437 3.75305
H 2.25487 -2.69105 -0.27404
H 3.62996 -3.18097 0.66852
*
```

Results
Expectation value of S²: 8.760
Frontier orbital gap (spin up / spin down) (eV): 9.75 / 5.74
Electronic energy (eV): -91968.3977
HOMO level (spin up / spin down) (eV): -16.9360 / -16.9040

---

Record 4
A gas-phase ion, C5H9Cl3N3 (charge +1) at a distorted geometry, computed with wB97M-V/def2-TZVPD.

```
! RIJCOSX wB97M-V def2-TZVPD def2/J DEFGRID3
* xyz 1 1
C -2.98178 -2.36345 -0.27407
N -1.94862 -1.76775 0.58209
N -1.30256 -0.78094 0.27089
C -0.73696 0.31572 0.54567
N 0.35457 0.87938 0.09184
C 0.40780 2.37514 0.36020
C 1.37942 0.34561 -0.84018
C 2.60581 -0.27052 -0.08040
Cl 3.69581 0.94855 0.77817
Cl 2.01981 -1.35792 1.20609
Cl 3.64491 -1.07882 -1.18627
H -3.77757 -2.38728 0.33442
H -3.13388 -1.65017 -1.02155
H -2.63996 -3.41365 -0.39214
H -1.20147 0.88252 1.30871
H -0.24868 2.94471 -0.41516
H -0.16576 2.71728 1.22633
H 1.45152 2.75171 0.35561
H 1.80247 1.21491 -1.30288
H 0.77514 -0.30506 -1.54738
*
```

Results
Frontier orbital gap (eV): 8.24
Electronic energy (eV): -47358.1027
HOMO level (eV): -13.5372

---

Record 5
2 unconnected molecules or ions with the total composition C5H9ClFISi at a distorted geometry, computed with wB97M-V/def2-TZVPD.

```
! RIJCOSX wB97M-V def2-TZVPD def2/J DEFGRID3
* xyz 0 1
C 1.26192 1.40569 -1.93407
Si 0.10863 0.13002 -1.03990
C -1.32617 -0.59688 -2.03499
C -0.34438 1.10038 0.48467
Cl 0.98770 -1.58304 -0.15873
H 1.71438 2.09629 -1.20098
H 1.94463 1.08854 -2.79450
H 0.39240 1.91203 -2.49113
H -1.21827 -0.63611 -3.15138
H -1.63808 -1.64362 -1.89308
H -2.32659 -0.05037 -1.91750
H 0.47890 1.10661 1.11798
H -0.83738 2.09963 0.34513
H -1.20947 0.57129 0.88375
F -0.78836 -3.32155 3.57480
C -0.00608 -2.34998 3.92332
C 0.66357 -1.35390 4.09556
I 2.14263 0.02496 4.19105
*
```

Results
Frontier orbital gap (eV): 9.67
Electronic energy (eV): -36547.5014
HOMO level (eV): -9.4895

---

Record 6
C5H9ClFN in the gas phase at a distorted geometry, computed with wB97M-V/def2-TZVPD.

```
! RIJCOSX wB97M-V def2-TZVPD def2/J DEFGRID3
* xyz 0 1
C -2.16526 -1.28511 -0.02026
C -1.01771 -0.34860 0.00950
F -0.40018 -0.43825 -1.29333
Cl -1.49941 1.38005 0.10622
C 0.03914 -0.46388 1.05591
C 1.35794 -0.58837 0.90764
C 2.20785 -0.46661 -0.30571
N 3.07146 0.70238 -0.31763
H -1.88645 -2.21735 -0.44447
H -2.62666 -1.40239 0.97003
H -2.92116 -0.85207 -0.73342
H -0.42311 -0.46662 1.99352
H 1.98435 -0.84206 1.83416
H 1.56182 -0.59117 -1.24999
H 2.83977 -1.37927 -0.42084
H 3.83933 0.61419 0.33996
H 2.69176 1.61883 -0.11394
*
```

Results
Frontier orbital gap (eV): 10.06
Electronic energy (eV): -22059.9258
HOMO level (eV): -9.1857

---

Record 7
2 unconnected molecules or ions with the total composition C5H9ClN3 at a distorted geometry, computed with wB97M-V/def2-TZVPD.

```
! RIJCOSX wB97M-V def2-TZVPD def2/J DEFGRID3
* xyz 1 1
C 1.71113 1.46493 -1.24501
C 0.93170 0.52427 -2.01808
C 1.78786 1.24599 0.09793
C 0.36968 -0.53599 -1.44627
C 0.49924 -0.70354 0.34062
N 1.24099 0.22004 0.87124
N -0.34653 -1.58079 0.80282
N -0.35976 -1.55948 -1.95669
Cl -2.87916 1.41210 1.95757
H 2.18253 2.32200 -1.61818
H 0.72300 0.80049 -3.10364
H 2.25725 2.05313 0.61511
H 1.44413 0.27009 1.96122
H -0.50944 -1.88988 1.75052
H -0.85808 -2.16063 0.08734
H -0.06976 -2.53615 -1.73938
H -0.66774 -1.42033 -2.97125
H -4.04066 0.85591 2.29138
*
```

Results
Frontier orbital gap (eV): 9.19
Electronic energy (eV): -22316.0542
HOMO level (eV): -12.2041

---

Record 8
A gas-phase ion, C5H9ClN3 (charge +1) at a distorted geometry, computed with wB97M-V/def2-TZVPD.

```
! RIJCOSX wB97M-V def2-TZVPD def2/J DEFGRID3
* xyz 1 1
C -1.98652 1.77376 -0.19235
N -1.52535 0.40771 -0.57975
C -0.29076 0.09943 -0.30192
N 0.50521 0.60991 0.65160
C 1.82675 -0.05089 0.66307
Cl 2.93096 1.12086 -0.15464
N 1.72080 -1.23748 -0.19028
C 0.69906 -2.22246 0.17728
C 0.41290 -1.10796 -0.82649
H -1.96860 1.89050 0.86482
H -3.01238 1.65400 -0.53815
H -1.63404 2.65696 -0.73140
H -2.25815 -0.08321 -1.01308
H 0.51689 1.40783 1.24049
H 2.28192 -0.04151 1.71971
H 0.37321 -2.10858 1.11494
H 0.99648 -3.25597 -0.14593
H 0.41165 -1.51292 -1.75793
*
```

Results
Frontier orbital gap (eV): 10.35
Electronic energy (eV): -22315.1218
HOMO level (eV): -14.3091

---

Record 9
A molecular structure, C5H9ClSi at a distorted geometry, computed with wB97M-V/def2-TZVPD.

```
! RIJCOSX wB97M-V def2-TZVPD def2/J DEFGRID3
* xyz 0 1
C -1.69185 0.89487 0.36580
C -0.69346 0.40910 0.70148
C -2.97501 1.39772 -0.10364
C 1.07197 -1.27473 -1.39600
C 1.08349 -0.11109 1.56771
Si 2.15083 -0.68281 0.13493
Cl 3.25565 0.94803 -0.31407
H -3.74753 1.34992 0.57096
H -3.35905 0.83219 -0.90449
H -2.94046 2.36247 -0.46566
H 1.80338 -1.62270 -2.15432
H 0.47214 -2.20195 -1.24801
H 0.24668 -0.61272 -1.56071
H 0.79587 -0.84618 2.38719
H 1.27681 0.96956 1.83620
H 3.25054 -1.81168 0.58265
*
```

Results
Frontier orbital gap (eV): 10.54
Electronic energy (eV): -25727.9359
HOMO level (eV): -9.8633

---

Record 10
C5H9F in the gas phase at a distorted geometry, computed with wB97M-V/def2-TZVPD.

```
! RIJCOSX wB97M-V def2-TZVPD def2/J DEFGRID3
* xyz 0 1
C -2.48062 -0.02046 -0.41821
C -1.30130 -0.58852 0.41989
C 0.07040 -0.05605 0.14921
C 0.38979 1.44954 0.16188
C 1.15182 -0.78935 -0.04520
F 2.38399 -0.24875 -0.23344
H -2.57487 -0.38966 -1.45265
H -2.47144 1.07468 -0.47681
H -3.29317 -0.40452 0.11782
H -1.38859 -1.65552 0.42714
H -1.49224 -0.25921 1.53413
H 0.86571 1.77818 -0.81323
H -0.45953 2.12976 0.18353
H 1.08227 1.83832 0.89346
H 1.29543 -1.84424 0.08211
*
```

Results
Frontier orbital gap (eV): 10.14
Electronic energy (eV): -8047.2576
HOMO level (eV): -9.0998

---

Record 11
C5H9F in the gas phase at a distorted geometry, computed with wB97M-V/def2-TZVPD.

```
! RIJCOSX wB97M-V def2-TZVPD def2/J DEFGRID3
* xyz 0 1
C -1.60570 0.39603 0.62770
C -0.29174 0.53196 0.25910
C 0.17393 1.80183 -0.41412
C 0.79672 -0.53074 0.39106
C 0.41309 -1.76777 -0.35380
F 1.51181 -2.60245 -0.50378
H -2.40132 1.13824 0.49891
H -1.89399 -0.57069 1.11385
H 0.74888 2.32945 0.32385
H 0.79800 1.51441 -1.28574
H -0.60863 2.46165 -0.78487
H 0.91594 -0.74120 1.43972
H 1.71568 -0.12061 -0.12345
H 0.12497 -1.49080 -1.36397
H -0.39763 -2.34931 0.17553
*
```

Results
Frontier orbital gap (eV): 10.49
Electronic energy (eV): -8047.4669
HOMO level (eV): -9.4530

---

Record 12
A molecular structure, C5H9F2N2 at a distorted geometry, computed with wB97M-V/def2-TZVPD.

```
! RIJCOSX wB97M-V def2-TZVPD def2/J DEFGRID3
* xyz 1 1
C -1.48615 0.34879 1.09348
C -1.87824 1.08209 0.22904
C -0.81941 -0.77242 1.84956
C 0.64647 -1.07783 1.16612
C 1.32067 0.15896 0.83430
N 1.25642 0.74711 -0.29974
N 0.08816 0.27554 -2.49163
F -2.24567 1.83878 -0.72650
F 2.13196 0.63555 1.74100
H -0.67413 -0.44549 2.82140
H -1.36481 -1.81294 1.85222
H 1.00378 -1.69848 1.91044
H 0.20657 -1.67586 0.38531
H 0.62916 0.29706 -1.32948
H 1.80811 1.59406 -0.42740
H -0.83045 -0.18083 -2.37723
H 0.47429 -0.35673 -3.18541
H -0.26670 1.04265 -3.04548
*
```

Results
Frontier orbital gap (eV): 10.48
Electronic energy (eV): -13736.2022
HOMO level (eV): -13.8982

---

Record 13
A gas-phase ion, C5H9F3N (charge +1) at a distorted geometry, computed with wB97M-V/def2-TZVPD.

```
! RIJCOSX wB97M-V def2-TZVPD def2/J DEFGRID3
* xyz 1 1
F 1.71520 -0.30505 1.66408
C 1.80799 0.54558 0.54404
F 1.92138 1.85123 0.99541
F 3.02024 0.22052 -0.10988
N 0.72824 0.32333 -0.44801
C -0.52823 1.16558 -0.38772
C -1.66107 0.25471 0.30805
C -0.99770 -1.23580 0.49445
C 0.24631 -1.11967 -0.54189
H 1.16077 0.54305 -1.37172
H -0.43457 2.25036 -0.05702
H -0.81667 1.20528 -1.50250
H -1.97083 0.72351 1.29402
H -2.55147 0.05380 -0.36690
H -1.75666 -1.95017 0.01645
H -0.68518 -1.47960 1.56062
H -0.24512 -1.11785 -1.58127
H 1.04735 -1.92881 -0.51020
*
```

Results
Frontier orbital gap (eV): 12.95
Electronic energy (eV): -14965.3262
HOMO level (eV): -16.5948

---

Record 14
2 unconnected molecules or ions with the total composition C5H9FIN at a distorted geometry, computed with wB97M-V/def2-TZVPD.

```
! RIJCOSX wB97M-V def2-TZVPD def2/J DEFGRID3
* xyz 0 1
H 1.53007 -0.53977 1.44802
N 1.25356 0.49066 1.32819
C 0.33956 0.81619 0.55143
C 0.09965 2.26276 0.27016
C -0.47578 -0.10393 -0.23518
F -0.65954 0.21225 -1.49837
C -1.04178 -1.19377 0.24929
C -1.89140 -2.12747 -0.50970
H 0.59051 2.95068 0.94119
H 0.42874 2.47175 -0.80047
H -0.95981 2.27163 0.36485
H -0.84394 -1.29837 1.24951
H -1.37483 -3.05172 -0.67082
H -2.88270 -2.10448 0.05735
H -1.88894 -1.64051 -1.53076
I 4.40763 -0.16851 -0.28072
H 3.36901 0.75258 -0.93395
*
```

Results
Frontier orbital gap (eV): 10.06
Electronic energy (eV): -17637.3463
HOMO level (eV): -9.3797

---

The records above give, respectively, relative energy (zero: lowest compared OMol25 entry of this formula, charge and spin) values of 120.4; 495.1; 58.9; 0.0; 104.7; 97.3; 121.5; 211.4; 367.1; 75.8; 55.6; 412.9; 160.7; 91.8 kJ/mol.